(1)
23
Properties=species:S:1:pos:R:3:lowdin_charge:R:1 method="wB97M-V/def2-TZVPD" charge=0 total_energy_ha=-1110.45630 relative_energy_kj_mol=85.2 homo_energy_ev=-7.92
C 1.22 -0.69 -1.98 -0.139
C 0.95 -1.73 2.22 -0.122
C -2.92 -0.89 -0.94 -0.127
C 1.08 2.54 0.00 -0.384
C 0.19 1.93 1.06 -0.691
O -0.06 -0.80 -1.47 -0.202
O 0.43 -1.79 0.95 -0.162
O -2.02 -1.08 0.13 -0.204
F 2.20 1.75 -0.27 -0.097
Si -0.42 -0.75 0.09 0.464
I -1.46 3.18 1.26 0.781
H 1.07 -0.07 -2.86 0.086
H 1.55 -1.74 -2.22 0.111
H 1.92 -0.03 -1.40 0.084
H 1.60 -0.95 2.32 0.060
H 1.42 -2.67 2.34 0.087
H 0.11 -1.60 2.88 0.094
H -2.36 -1.29 -1.76 0.063
H -3.30 0.15 -1.12 0.097
H -3.90 -1.40 -0.74 0.099
H 1.54 3.47 0.40 0.112
H 0.64 2.73 -0.88 0.051
H 0.51 1.74 2.01 -0.060

---

(2)
20
Properties=species:S:1:pos:R:3:lowdin_charge:R:1 method="wB97M-V/def2-TZVPD" smiles=C[N@@+]1(CF)CCCN1 charge=+1 total_energy_ha=-406.75244 relative_energy_kj_mol=180.3 homo_energy_ev=-14.15
C 0.11 -1.67 0.92 -0.108
C 1.43 -1.25 0.27 -0.174
C -0.64 -0.31 1.04 -0.035
C -1.22 0.31 -1.40 -0.001
C 0.03 1.93 0.01 -0.134
N 0.99 -0.25 -0.67 0.021
N -0.26 0.37 -0.29 -0.236
F 1.08 2.02 0.77 0.076
H -0.45 -2.47 0.36 0.142
H 0.40 -1.93 1.94 0.124
H 2.08 -0.89 1.12 0.140
H 1.89 -2.13 -0.19 0.132
H -1.65 -0.38 1.09 0.101
H -0.33 0.30 1.80 0.103
H -2.07 0.98 -1.20 0.110
H -0.85 0.90 -2.28 0.114
H -1.64 -0.62 -1.81 0.124
H 0.20 2.26 -1.06 0.151
H -0.77 2.45 0.68 0.192
H 1.67 0.38 -1.11 0.160

---

(3)
20
Properties=species:S:1:pos:R:3:lowdin_charge:R:1 method="wB97M-V/def2-TZVPD" smiles=CN[C@H](CF)[C@@H](C)O charge=0 total_energy_ha=-427.52457 relative_energy_kj_mol=0.0 homo_energy_ev=-9.04
C -1.74 0.03 1.32 -0.122
C -0.08 -0.78 -0.30 -0.349
C 0.87 -0.96 0.87 -0.161
C 0.35 0.34 -1.31 -0.398
C 0.72 1.71 -0.66 -0.053
H -2.81 0.00 1.51 0.075
H -1.24 -0.41 2.18 0.060
H -1.52 1.12 1.16 0.088
H -1.83 -1.72 0.25 0.123
H 0.03 -1.63 -1.01 0.158
H 0.62 -1.86 1.40 0.116
H 0.75 -0.08 1.61 0.137
H -0.62 0.46 -2.02 0.181
H 0.86 2.42 -1.53 0.080
H 1.72 1.72 -0.11 0.096
H -0.16 2.11 -0.07 0.072
H 2.01 -0.52 -1.59 0.074
N -1.46 -0.77 0.12 -0.080
O 1.35 -0.13 -2.17 -0.047
F 2.17 -1.04 0.36 -0.051

---

(4)
22
Properties=species:S:1:pos:R:3:lowdin_charge:R:1 method="wB97M-V/def2-TZVPD" smiles=N#CO[SiH2]CCF.CCO charge=0 total_energy_ha=-792.29141 homo_energy_ev=-9.86
N 2.36 0.10 0.97 0.163
C 2.08 1.21 1.04 -0.434
O 1.76 2.46 1.13 -0.134
Si 0.11 2.91 1.28 0.696
C -0.93 1.45 1.79 -0.265
C -1.98 1.07 0.74 -0.272
F -2.19 -0.31 0.76 -0.061
H -0.30 3.43 -0.04 -0.011
H 0.09 4.00 2.25 -0.021
H -1.44 1.71 2.73 0.078
H -0.33 0.57 2.00 0.082
H -2.94 1.54 0.95 0.116
H -1.69 1.33 -0.28 0.096
C 0.84 -2.02 -2.53 -0.095
C 0.06 -2.63 -1.38 -0.328
O 0.92 -3.27 -0.44 -0.086
H 1.43 -2.79 -3.04 0.074
H 0.18 -1.55 -3.25 0.070
H 1.54 -1.27 -2.16 0.065
H -0.62 -3.40 -1.74 0.110
H -0.54 -1.87 -0.88 0.093
H 1.52 -2.60 -0.09 0.063

---

(5)
26
Properties=species:S:1:pos:R:3:lowdin_charge:R:1 method="wB97M-V/def2-TZVPD" charge=+1 total_energy_ha=-2070.10051 homo_energy_ev=-11.60
C 3.52 -1.90 -0.23 -0.113
O 3.98 -0.61 -0.52 -0.162
C 2.96 0.33 -0.76 -0.243
C 1.81 0.31 0.23 -0.199
C 0.83 1.43 -0.14 -0.181
C -0.41 1.39 0.76 -0.186
N -1.70 1.30 -0.03 -0.102
S -2.22 -0.22 -0.12 0.608
O -1.19 -1.12 -0.39 -0.177
O -3.03 -0.62 1.06 -0.288
F -3.16 -0.21 -1.32 -0.099
H 4.34 -2.59 -0.34 0.090
H 3.18 -1.97 0.81 0.085
H 2.70 -2.22 -0.87 0.091
H 3.43 1.30 -0.66 0.129
H 2.57 0.28 -1.78 0.129
H 2.21 0.46 1.23 0.132
H 1.23 -0.61 0.22 0.091
H 0.53 1.32 -1.18 0.119
H 1.30 2.40 -0.02 0.118
H -0.46 2.33 1.28 0.124
H -0.34 0.61 1.51 0.119
H -2.42 1.79 0.50 0.120
O -4.86 -0.88 0.58 -0.340
V -6.50 -1.08 0.30 1.539
O -8.14 -1.28 -0.04 -0.402

---

(6)
18
Properties=species:S:1:pos:R:3:lowdin_charge:R:1 method="wB97M-V/def2-TZVPD" charge=-1 total_energy_ha=-252.40795 relative_energy_kj_mol=0.0 homo_energy_ev=-1.16
C -0.20 0.84 2.24 -0.127
C -0.94 0.00 1.18 -0.290
C -0.59 0.37 -0.26 -0.225
C 0.67 -0.38 -0.87 -0.666
C 0.24 -1.04 -2.19 -0.156
N 1.82 0.42 -1.12 -0.155
H 0.63 1.39 1.78 0.059
H -0.85 1.59 2.70 0.052
H 0.23 0.24 3.04 0.053
H -2.02 0.07 1.35 0.080
H -0.69 -1.06 1.33 0.082
H -0.33 1.43 -0.33 0.080
H -1.47 0.22 -0.90 0.077
H 0.84 -1.23 -0.15 0.095
H 1.08 -1.58 -2.62 0.043
H -0.04 -0.25 -2.89 0.052
H -0.62 -1.71 -2.07 0.048
H 2.23 0.69 -0.22 -0.103

---

(7)
18
Properties=species:S:1:pos:R:3:lowdin_charge:R:1 method="wB97M-V/def2-TZVPD" charge=+1 total_energy_ha=-252.14079 relative_energy_kj_mol=237.2 homo_energy_ev=-13.35
C 0.17 -0.70 2.27 0.180
N 1.25 -0.57 1.59 0.201
H 0.15 -1.47 3.03 0.131
H -0.63 0.03 2.16 0.107
H 1.13 -0.20 0.62 0.100
H 2.12 -0.96 1.92 0.163
C -1.98 0.88 -0.09 -0.108
C -0.76 0.84 -0.95 -0.154
C -0.02 -0.26 -1.15 -0.232
C 1.35 -0.21 -1.79 -0.092
H -2.29 -0.12 0.24 0.076
H -1.88 1.49 0.82 0.075
H -2.85 1.27 -0.62 0.087
H -0.42 1.77 -1.38 0.118
H -0.43 -1.25 -0.95 0.116
H 1.63 0.84 -1.88 0.084
H 2.07 -0.64 -1.08 0.062
H 1.39 -0.71 -2.75 0.087

---

(8)
18
Properties=species:S:1:pos:R:3:lowdin_charge:R:1 method="wB97M-V/def2-TZVPD" smiles="C=C([NH3+])CCC" charge=+1 total_energy_ha=-252.18181 relative_energy_kj_mol=129.5 homo_energy_ev=-15.00
C 1.27 -1.30 0.50 -0.114
C 1.50 0.20 0.41 -0.231
C 0.23 1.00 0.60 -0.169
C -1.02 0.49 -0.07 -0.295
C -2.03 -0.19 0.41 0.124
N -0.86 0.47 -1.57 0.246
H 2.20 -1.87 0.52 0.082
H 0.76 -1.64 1.40 0.088
H 0.84 -1.83 -0.36 0.070
H 2.13 0.39 1.28 0.122
H 2.04 0.45 -0.50 0.112
H 0.39 2.05 0.31 0.126
H -0.04 1.14 1.65 0.133
H -2.74 -0.72 -0.22 0.093
H -2.28 -0.18 1.46 0.097
H -0.43 -0.39 -1.90 0.170
H -1.73 0.68 -2.05 0.179
H -0.26 1.24 -1.87 0.168

---

(9)
18
Properties=species:S:1:pos:R:3:lowdin_charge:R:1 method="wB97M-V/def2-TZVPD" charge=+1 total_energy_ha=-252.07094 relative_energy_kj_mol=420.6 homo_energy_ev=-13.79
C 2.38 -0.36 -0.42 -0.058
C 1.57 0.29 0.35 0.046
C -1.18 -0.39 1.52 -0.014
C -1.14 1.36 -0.37 -0.066
C -0.63 0.08 0.13 -0.346
N -0.41 -0.92 -0.97 0.163
H 3.43 -0.14 -0.42 0.074
H 2.31 -1.02 -1.26 0.059
H 1.87 0.98 1.09 0.062
H -1.38 0.56 1.97 0.072
H -0.39 -1.05 2.07 0.125
H -2.07 -0.96 1.58 0.063
H -2.19 1.21 -0.62 0.111
H -0.67 1.70 -1.26 0.076
H -0.90 2.10 0.42 0.123
H 0.38 -1.57 -0.62 0.172
H 0.15 -0.47 -1.79 0.195
H -1.15 -1.40 -1.40 0.144

---

(10)
18
Properties=species:S:1:pos:R:3:lowdin_charge:R:1 method="wB97M-V/def2-TZVPD" smiles="C=CC[C@@H](C)[NH3+]" charge=+1 total_energy_ha=-252.14450 relative_energy_kj_mol=227.4 homo_energy_ev=-13.07
C -1.63 -0.81 -0.16 -0.033
C -0.61 0.34 -0.45 -0.293
C 0.57 0.26 0.46 -0.241
C 1.44 -0.86 -0.02 -0.197
C 2.71 -1.20 0.28 0.039
N -1.27 1.81 -0.22 0.238
H -1.67 -0.96 1.06 0.157
H -2.61 -0.47 -0.40 0.050
H -1.51 -1.80 -0.61 0.090
H -0.21 0.32 -1.48 0.159
H 0.44 0.14 1.58 0.152
H 1.16 1.25 0.53 0.140
H 0.85 -1.62 -0.57 0.105
H 2.97 -2.24 -0.01 0.074
H 3.52 -0.44 0.42 0.084
H -0.52 2.34 0.24 0.151
H -2.03 1.70 0.45 0.156
H -1.58 2.23 -1.10 0.167

---

no.,Kohn-Sham gap (eV)
1,8.1
2,11.4
3,9.9
4,10.2
5,1.7
6,5.4
7,7.5
8,11.3
9,10.2
10,9.4